Computed, not measured: the ion C5H12NO with charge -1 in a non-equilibrium geometry, with wB97M-V/def2-TZVPD.

XYZ file:
```
19
Properties=species:S:1:pos:R:3:mulliken_charge:R:1
C 2.118 -0.273 1.374 -0.86
N 1.122 0.692 0.778 -0.48
C 0.312 0.072 -0.318 0.30
C -0.198 -1.349 0.108 -1.28
C -0.654 1.161 -0.794 -0.67
C -2.069 0.550 -1.210 -0.56
O -2.053 -0.461 -2.090 -0.86
H 1.821 -0.955 2.175 0.24
H 2.573 -0.860 0.581 0.33
H 2.874 0.450 1.704 0.35
H 0.401 0.793 1.498 0.29
H 1.065 -0.076 -1.127 0.14
H -0.750 -1.851 -0.692 0.38
H 0.654 -2.026 0.182 0.40
H -0.792 -1.229 1.022 0.26
H -0.192 1.920 -1.434 0.38
H -1.011 1.651 0.135 0.19
H -2.600 1.444 -1.669 0.32
H -2.623 0.347 -0.222 0.14
```

Calculated values
Gap between HOMO and LUMO ... 0.21733 hartree
Total charge ... -1
E_HOMO ... -2.13 eV
ΔE to the lowest compared entry with this formula, charge and spin ... 1.395 eV
LUMO energy ... 3.7805 eV
SMILES ... CN[C@@H](C)CC[O-]